142
Properties=species:S:1:pos:R:3 method="wB97M-V/def2-TZVPD" lumo_ev=-1.39 largest_force_ha_per_bohr=0.0250 homo_ha=-0.383 total_energy_ha=-3253.42409 orbital_gap_ev=9.03 total_charge=+1
O 2.168 -4.144 2.784
O 0.489 -0.078 2.983
O -5.866 5.319 1.917
O -0.753 -4.270 2.183
O -3.349 -4.372 0.798
O 3.090 1.948 -1.619
O -0.721 2.201 1.785
N 3.393 2.865 2.328
N 4.903 1.901 0.891
N -3.821 -0.980 0.828
N 4.994 -0.461 0.721
N -1.535 -2.477 -2.142
N -1.369 -2.100 0.485
N 2.411 -0.776 -1.251
N 6.495 0.884 -0.410
N 0.983 3.639 1.534
N 5.091 1.321 -2.444
N -1.171 1.211 -1.747
N 3.522 -1.675 2.028
N 2.323 -2.076 -1.015
N -2.122 0.350 -1.754
N 1.360 -2.285 -0.199
N 3.477 0.573 2.218
N -1.379 2.068 -0.758
C 6.097 0.318 -2.735
C -0.189 -1.180 2.462
C -1.997 -4.579 2.768
C -0.951 4.492 -0.739
C -2.980 0.621 -0.748
C 3.566 -4.013 2.673
C 0.261 -1.422 -3.431
C 4.020 -2.971 1.645
C -2.513 1.747 -0.099
C 1.544 -4.809 1.699
C 3.928 1.742 1.789
C 3.389 4.094 1.586
C -5.713 0.537 -2.922
C 6.776 2.203 -0.932
C -0.448 -1.042 0.949
C 3.282 -0.335 -2.305
C -2.247 4.769 -0.031
C 5.712 2.560 -2.000
C -4.582 -4.032 -1.189
C 1.471 -0.117 -0.548
C -3.460 5.364 1.964
C 2.528 -0.297 -3.656
C 2.367 2.753 3.343
C -2.264 5.169 1.299
C -3.460 4.584 -0.687
C 3.827 1.072 -2.046
C -4.668 5.160 1.306
C -5.460 0.528 -0.354
C -4.138 -0.264 -0.420
C 6.711 -0.155 -1.390
C -0.378 -2.744 -3.008
C 0.792 -1.108 0.129
C -0.041 2.921 1.058
C -0.408 3.077 -0.428
C -6.635 -0.409 -0.067
C -4.262 -4.955 -0.117
C 4.025 -0.499 1.642
C -5.692 1.349 -1.632
C 2.080 4.208 0.768
C -4.852 -3.296 -2.094
C 0.184 -5.335 2.148
C 1.191 3.660 2.973
C 5.416 0.768 0.422
C -4.660 4.774 -0.033
C 1.708 -1.567 -3.917
C -2.969 -5.276 1.812
H -6.644 1.872 -1.525
H -5.979 1.183 -3.754
H 0.219 -0.747 -2.578
H -0.146 -6.112 1.446
H -3.837 -0.331 1.609
H 1.386 4.696 3.263
H 0.278 3.320 3.462
H -1.323 -2.260 -0.603
H 5.112 -2.936 1.611
H -6.595 -0.791 0.951
H -4.733 0.113 -3.128
H 0.277 -5.773 3.150
H -2.228 -3.216 -2.218
H -4.210 -1.034 -1.194
H -5.601 4.633 -0.537
H 2.065 1.704 3.391
H -5.193 -5.238 0.401
H 4.021 -4.983 2.423
H 3.654 -3.241 0.647
H -0.659 -3.322 -3.896
H -3.464 4.293 -1.727
H 6.856 0.809 -3.348
H -1.098 4.562 -1.818
H 5.693 -0.509 -3.314
H -3.827 -5.869 -0.557
H 1.868 0.573 -3.667
H -6.636 -1.257 -0.749
H -1.126 -2.986 0.955
H 4.064 -1.094 -2.340
H 2.159 -5.664 1.388
H 1.714 -1.787 -4.985
H -1.861 -5.207 3.655
H -7.573 0.127 -0.179
H 1.886 5.261 0.533
H -2.496 -6.165 1.368
H 7.783 -0.337 -1.501
H -4.523 -1.693 0.994
H 2.767 -1.628 2.695
H 6.159 3.069 -2.857
H 6.227 -1.057 -1.013
H 0.460 2.888 -1.069
H -2.369 -1.814 0.696
H 0.015 0.733 2.729
H -2.430 -3.622 3.071
H 2.183 -2.409 -3.407
H 7.779 2.183 -1.361
H -0.196 5.222 -0.449
H 1.379 0.943 -0.569
H -5.746 5.638 2.820
H -5.109 -2.672 -2.899
H -1.967 -1.593 -2.414
H -4.911 2.108 -1.707
H 6.746 2.914 -0.109
H 3.900 -3.711 3.670
H 4.927 3.183 -1.573
H 2.774 3.053 4.315
H 0.336 -3.340 -2.431
H -2.883 2.296 0.737
H -1.335 5.335 1.824
H 2.205 3.652 -0.163
H 3.276 -0.158 -4.438
H -3.458 5.678 2.999
H -6.450 -0.260 -2.869
H -1.164 -1.308 2.959
H -0.919 -0.068 0.791
H -3.850 -5.608 2.381
H -5.381 1.245 0.474
H -0.344 -0.963 -4.215
H 1.412 -4.123 0.851
H 3.492 4.932 2.281
H 0.424 -2.062 2.663
H 4.243 4.086 0.909

***

68
Properties=species:S:1:pos:R:3 method="wB97M-V/def2-TZVPD" lumo_ev="-5.48 / -5.48" largest_force_ha_per_bohr=0.1115 homo_ha="-0.377 / -0.377" total_energy_ha=-2353.00233 orbital_gap_ev="4.77 / 4.77" total_charge=+1
Ce -0.195 0.929 1.319
S 1.749 3.136 1.627
O 0.370 3.154 1.008
O 1.506 -2.148 0.195
O 1.875 1.797 2.287
O 2.825 3.521 0.739
N 2.071 -4.035 -0.665
C 0.005 -4.794 0.526
C 0.798 5.444 2.498
C 1.092 0.090 -2.283
C 0.757 6.160 4.797
C 1.484 3.912 4.281
C 1.663 1.337 -1.874
C 2.816 -0.518 -3.965
C -1.526 -0.971 2.538
C -2.712 -5.487 0.296
C -2.476 0.075 0.702
C -0.835 -4.759 1.655
C -1.882 -5.508 -0.826
C 0.542 7.282 5.768
C 2.759 -1.826 -1.830
C 1.400 4.265 2.933
C 1.484 -4.503 0.621
C -2.185 -5.110 1.543
C -1.968 0.329 2.960
C -1.828 -1.122 1.150
C -2.577 0.986 1.823
C -0.531 -5.160 -0.711
C 0.603 2.268 -1.631
C 0.926 -2.103 -3.528
C 1.866 -1.077 -2.888
C 0.512 6.410 3.443
C 2.090 -2.702 -0.770
C -0.638 1.574 -1.839
C 1.191 4.898 5.219
C -0.326 0.244 -2.256
H 2.716 1.573 -1.852
H 0.335 -1.642 -4.326
H -1.767 0.773 3.939
H -2.867 2.043 1.766
H 1.584 -3.661 1.326
H -2.787 0.261 -0.324
H 0.709 3.320 -1.458
H -1.050 -0.497 -2.585
H -3.768 -5.765 0.207
H 2.265 0.000 -4.755
H 0.792 6.964 6.785
H 2.043 -5.356 1.000
H -2.844 -5.097 2.416
H -0.430 -4.457 2.625
H 1.171 8.146 5.505
H 3.539 0.188 -3.543
H -1.621 2.025 -1.785
H 0.124 -5.159 -1.580
H -1.676 -2.035 0.569
H 1.316 4.695 6.285
H 1.519 -2.917 -3.963
H 0.114 7.371 3.120
H -2.274 -5.796 -1.804
H 3.503 -2.451 -2.372
H -1.090 -1.748 3.168
H 0.245 -2.530 -2.783
H 3.309 -1.033 -1.299
H -0.501 7.626 5.743
H 2.598 -4.678 -1.266
H 1.779 2.906 4.572
H 0.582 5.601 1.443
H 3.381 -1.330 -4.433

***

15
Properties=species:S:1:pos:R:3 method="wB97M-V/def2-TZVPD" lumo_ev=0.66 largest_force_ha_per_bohr=0.0469 homo_ha=-0.342 total_energy_ha=-345.65064 orbital_gap_ev=9.98
O -0.685 1.716 0.573
O 1.372 -1.241 -0.852
C 1.505 -0.833 0.376
C 0.191 -0.540 1.079
C -0.310 0.465 0.023
C 1.058 0.525 -0.642
C -1.458 -0.017 -0.838
H -2.346 -0.186 -0.221
H -1.171 -0.952 -1.328
H 0.112 2.129 0.936
H 2.411 -1.096 0.955
H 1.092 0.731 -1.725
H -1.702 0.733 -1.598
H 0.389 -0.029 2.022
H -0.458 -1.404 1.239